Formula: C2H4BFO3
Source: the Open Molecules 2025 dataset
Level of theory: ωB97M-V/def2-TZVPD

Kohn-Sham gap = 10.2 eV
multiplicity = 1
ΔE to the lowest compared entry with this formula, charge and spin = 0.606 eV
total energy = -429.11341 a.u.

Each line ends with the natural charge from an NBO analysis.
Positions of all 11 atoms, in Å:
1 B 1.261 0.041 -0.023  1.204
2 C -1.220 -0.745 -0.098  -0.010
3 C -0.957 0.645 0.382  0.393
4 O 0.787 -1.070 -0.591  -0.792
5 O 0.353 0.876 0.664  -0.670
6 O 2.554 0.417 -0.025  -0.879
7 F -1.388 1.525 -0.602  -0.363
8 H -1.314 -1.530 0.627  0.218
9 H -1.641 -0.885 -1.080  0.232
10 H -1.553 0.899 1.272  0.171
11 H 3.118 -0.172 -0.525  0.498